[1]
Here is one molecule with the formula H2N2O3S at a distorted geometry from the Open Molecules 2025 dataset. Energies are from the ωB97M-V functional and the def2-TZVPD basis.

Cartesian coordinates (Å):
N -0.39850 1.21675 0.36772
N 0.10562 -1.17637 -0.93306
O 1.29242 -1.23949 -0.98181
O -0.66291 -1.35316 -1.82784
O 1.12963 -0.43875 1.45340
S -0.24802 -0.39832 0.96364
H 0.12869 1.83074 0.84706
H -1.34694 1.55860 0.11090

Forces on the atoms, in the same order (eV/Å):
-3.380 -3.574 -2.099
0.860 0.897 0.743
0.873 -0.450 -0.339
-1.196 -0.132 -0.036
-1.413 -0.140 -0.144
0.873 1.522 -0.625
2.333 2.459 2.059
1.049 -0.582 0.441

Computed properties:
HOMO level = -9.7 eV
energy above the lowest of the compared OMol25 structures with the same formula, charge and spin = 44.4 kcal per mole
gap between HOMO and LUMO = 9.3 eV
LUMO energy = -0.382 eV
energy = -19985.9653 eV

Atom charges from the Löwdin analysis, given in e for atoms 1 to 6: -0.17 -0.49 0.02 0.04 -0.46 0.99

[2]
Here is C27H37BCl2N6PdS4 as an isolated structure at a distorted geometry from the Open Molecules 2025 dataset. Energies are from the ωB97M-V functional and the def2-TZVPD basis.

Cartesian coordinates (Å):
Pd -0.74063 1.14952 -0.76891
C 4.01770 2.25318 -3.29415
C 4.22722 2.03744 -1.79585
C 3.77163 3.23353 -0.95819
C 5.72444 1.83952 -1.55771
N 3.50228 0.80161 -1.34747
C 4.13092 -0.27223 -0.74739
C 3.17494 -1.14006 -0.39394
N 1.93247 -0.63875 -0.76334
B 0.72053 -1.59711 -0.31356
N -0.22005 -2.18565 -1.40291
C -0.17036 -3.56738 -1.56484
C -1.00481 -3.91280 -2.54971
N -1.59472 -2.74968 -3.02572
C -1.10369 -1.70010 -2.30828
S -1.51637 -0.06948 -2.53501
C -2.60173 -2.85129 -4.13032
C -1.91035 -3.52217 -5.31981
C -3.16041 -1.51277 -4.59732
C -3.76039 -3.70676 -3.61359
N 0.06638 -1.21035 1.07552
C 0.78980 -1.57493 2.19687
C 0.08497 -1.24973 3.29312
N -1.09546 -0.67172 2.86148
C -1.08860 -0.65081 1.50464
S -2.32448 0.04399 0.52424
C -2.19920 -0.21758 3.77140
C -3.46699 -1.00255 3.43909
C -1.79844 -0.52886 5.21219
C -2.40587 1.29222 3.65505
C 2.15982 0.56836 -1.36735
S 1.06820 1.68691 -2.09123
H 4.62357 3.10193 -3.61393
H 2.98106 2.46399 -3.53849
H 4.33929 1.37175 -3.85209
H 4.33961 4.11214 -1.26754
H 3.97034 3.04761 0.09865
H 2.71264 3.44402 -1.07664
H 6.23172 2.74560 -1.88541
H 6.12634 1.00640 -2.13651
H 5.95579 1.69626 -0.50189
H 5.19267 -0.33833 -0.62277
H 3.27356 -2.09617 0.08224
H 1.33568 -2.57497 0.00332
H 0.46153 -4.18105 -0.95270
H -1.23215 -4.88158 -2.95071
H -1.06139 -2.92283 -5.65047
H -2.61714 -3.60437 -6.14557
H -1.55550 -4.52494 -5.08412
H -2.38425 -0.85463 -4.98139
H -3.70427 -0.99615 -3.81082
H -3.85666 -1.72840 -5.40916
H -3.44004 -4.71126 -3.33757
H -4.51775 -3.79776 -4.39243
H -4.21556 -3.23635 -2.74137
H 1.75512 -2.03867 2.11922
H 0.32775 -1.38045 4.32855
H -3.28787 -2.07556 3.53327
H -3.82064 -0.79041 2.43294
H -4.25228 -0.72078 4.14148
H -1.64812 -1.59690 5.37815
H -2.61110 -0.20230 5.85943
H -0.90214 0.01822 5.50809
H -2.68248 1.59885 2.65003
H -1.49868 1.82252 3.94598
H -3.20503 1.58204 4.33951
Cl 1.12361 1.68859 1.33956
C 0.30866 2.76430 2.42660
C 0.72721 2.78347 3.74599
C 0.08572 3.61447 4.64782
C -0.96833 4.40150 4.20297
C -1.36933 4.35276 2.88111
Cl -2.70766 5.35513 2.41554
C -0.74958 3.53232 1.91258
S -1.25462 3.50982 0.25885
H 1.55191 2.15214 4.04936
H 0.40234 3.65456 5.68112
H -1.49234 5.05997 4.88224

Forces on the atoms, in the same order (eV/Å):
-0.744 0.572 -0.362
-0.002 0.014 0.000
-0.002 -0.006 0.002
-0.004 -0.008 -0.001
-0.006 -0.006 -0.013
0.042 0.039 -0.019
-0.009 0.002 0.009
0.021 -0.021 -0.013
-0.098 0.014 -0.017
0.026 0.103 0.015
-0.020 -0.054 0.006
-0.034 0.029 0.021
-0.001 0.005 0.002
0.010 -0.010 0.004
-0.028 -0.135 0.029
0.179 0.076 -0.029
-0.010 0.011 -0.003
-0.001 0.002 0.004
-0.003 -0.008 0.011
0.001 0.003 0.004
0.042 -0.155 -0.021
-0.013 0.040 -0.002
-0.015 0.021 -0.043
0.020 -0.060 0.015
-0.035 0.159 0.045
-0.068 -0.112 0.101
-0.032 0.029 0.006
-0.007 -0.013 0.005
-0.003 -0.009 -0.011
-0.009 -0.065 0.012
0.053 -0.035 0.006
-0.005 0.027 0.151
0.006 -0.001 0.000
0.018 -0.001 -0.009
-0.002 0.001 -0.001
-0.002 0.002 0.003
0.003 0.000 0.002
-0.007 -0.007 -0.003
0.000 0.000 -0.003
-0.001 -0.004 0.007
0.004 0.006 -0.001
-0.001 -0.001 -0.002
0.008 0.011 0.001
0.014 0.019 -0.001
0.008 0.007 0.007
-0.003 0.003 -0.008
0.000 -0.002 -0.003
0.000 -0.001 0.001
0.002 0.000 -0.001
0.001 0.006 0.002
0.004 0.001 -0.004
0.003 -0.005 -0.003
0.000 0.000 0.002
0.000 -0.002 -0.001
-0.002 -0.002 -0.001
0.009 0.000 -0.005
-0.006 -0.014 0.001
-0.003 -0.006 0.001
-0.003 -0.001 0.022
0.005 -0.002 0.009
0.005 -0.004 0.001
-0.002 0.004 -0.002
-0.003 0.004 0.006
-0.029 -0.036 -0.018
-0.187 -0.160 0.019
-0.020 0.002 -0.007
0.606 -0.002 0.344
-0.057 0.049 -0.086
0.069 0.045 -0.057
0.014 0.090 -0.013
0.044 0.022 0.045
0.040 0.002 -0.076
-0.007 -0.001 0.006
0.031 0.090 0.104
0.202 -0.560 -0.191
-0.001 -0.002 -0.003
-0.005 -0.001 0.004
-0.001 -0.001 0.000

Computed properties:
HOMO level = -6.6 eV
energy above the lowest of the compared OMol25 structures with the same formula, charge and spin = 2.9 kcal per mole
gap between HOMO and LUMO = 6.6 eV
LUMO energy = -0.011 eV
energy = -110087.4057 eV

Atom charges from the Löwdin analysis, given in e for atoms 1 to 6: 0.07 -0.05 -0.55 -0.05 -0.06 0.00

[3]
Here is a 3-piece molecular cluster, C4H8OS overall at a distorted geometry from the Open Molecules 2025 dataset. Energies are from the ωB97M-V functional and the def2-TZVPD basis.

Cartesian coordinates (Å):
O -0.34137 1.47173 -0.26237
C -0.93786 2.03403 -1.43463
C -2.05387 1.63710 -2.10044
C 0.69295 -0.78013 1.47255
C 1.39417 -1.82733 1.84091
S 2.97739 -4.10863 1.27991
H -0.20613 2.84361 -1.68526
H -2.08685 1.94013 -3.15151
H -2.91638 1.24527 -1.59384
H 0.27576 -0.04001 2.11909
H 0.53526 -0.55216 0.43906
H 1.66865 -2.10466 2.85219
H 1.82120 -2.48072 0.96876
H -0.82292 0.72178 -0.74441

Forces on the atoms, in the same order (eV/Å):
-3.383 -1.201 -2.700
1.612 2.730 -0.276
1.722 1.315 0.491
0.196 -0.127 -0.688
0.932 -1.014 -0.082
-0.563 0.780 -0.052
-1.016 -0.790 -0.972
-0.441 0.191 0.588
0.034 -0.855 -0.062
-0.114 0.104 0.735
0.020 -0.138 -0.399
-0.188 0.081 -0.186
-0.162 0.163 0.784
1.350 -1.240 2.820

Computed properties:
HOMO level = -9.6 eV
energy above the lowest of the compared OMol25 structures with the same formula, charge and spin = 168.4 kcal per mole
gap between HOMO and LUMO = 6.7 eV
LUMO energy = -2.879 eV
energy = -17153.1492 eV

Atom charges from the Löwdin analysis, given in e for atoms 1 to 6: -0.07 -0.26 0.01 -0.04 -0.16 0.15

[4]
Here is C23H20FeIN7OS as an isolated structure from the Open Molecules 2025 dataset. Energies are from the ωB97M-V functional and the def2-TZVPD basis.

Cartesian coordinates (Å):
Fe -0.16123 -0.10634 0.66098
N 2.89330 -0.06334 4.03480
C 2.15806 -0.07778 2.92338
S 0.45887 -0.10636 3.07932
N 2.89115 -0.06563 1.78596
N 2.20745 -0.04592 0.66689
C 3.00100 0.03016 -0.40101
C 2.58076 0.16234 -1.72371
C 3.58182 0.31137 -2.72920
C 3.24994 0.53557 -4.02326
C 1.87676 0.61556 -4.39319
C 0.88157 0.44698 -3.48075
C 1.18341 0.20261 -2.11015
O 0.24766 0.02673 -1.27217
H 2.44353 -0.08325 4.93305
H 3.89836 -0.05243 3.96903
H 4.07394 0.03896 -0.21898
H 4.62356 0.24445 -2.43928
H 4.01952 0.65342 -4.77274
H 1.61886 0.81683 -5.42559
H -0.16144 0.48537 -3.76459
N -2.77054 2.37512 0.39480
C -3.22672 1.07758 0.50668
C -4.60908 0.88575 0.35095
C -5.12514 -0.38149 0.40991
C -4.26653 -1.45470 0.64257
C -2.93533 -1.17951 0.81085
N -2.39964 0.06237 0.73908
C -1.50996 2.94719 0.47624
C -1.43425 4.33377 0.28843
C -0.20792 4.94677 0.32906
C 0.92463 4.17418 0.57660
C 0.75062 2.82756 0.77969
N -0.44221 2.20395 0.72347
H -3.50399 3.04330 0.22557
H -5.25329 1.73822 0.17798
H -6.18678 -0.54489 0.27907
H -4.62656 -2.47154 0.69210
H -2.23600 -1.97375 1.02431
H -2.33573 4.90634 0.11044
H -0.12603 6.01474 0.17698
H 1.91253 4.60950 0.61467
H 1.59612 2.19653 1.01010
I -0.98966 -5.13878 -2.59025
C -0.33538 -4.34918 -0.77764
C 0.07522 -5.17430 0.25770
C 0.48567 -4.58692 1.44351
C 0.45110 -3.20785 1.55952
N 0.05157 -2.41715 0.56194
C -0.32126 -2.97817 -0.59375
H 0.07580 -6.24954 0.14045
H 0.82182 -5.19279 2.27339
H 0.73975 -2.71049 2.47583
H -0.60968 -2.30112 -1.38902

Forces on the atoms, in the same order (eV/Å):
0.447 0.497 0.275
0.159 -0.034 0.007
-0.590 -0.068 0.190
0.004 0.104 -0.166
0.411 -0.003 -0.019
-0.317 -0.070 0.078
0.043 0.017 -0.102
-0.223 -0.006 0.025
0.024 -0.008 -0.050
-0.017 0.009 -0.093
0.033 0.006 0.040
0.023 -0.024 -0.052
0.235 -0.027 0.105
-0.502 -0.027 -0.165
0.020 0.020 0.004
0.001 0.007 -0.032
-0.013 -0.044 0.117
-0.019 0.028 0.053
-0.025 0.009 -0.022
0.025 -0.040 -0.004
-0.005 0.025 0.022
-0.040 0.012 0.019
0.110 0.047 -0.028
-0.090 0.014 -0.002
-0.050 -0.008 -0.016
0.033 -0.025 0.023
-0.164 0.131 0.074
0.299 -0.587 -0.066
-0.038 -0.086 0.026
-0.055 0.102 -0.016
0.026 0.001 0.003
0.011 -0.016 0.019
-0.054 0.116 0.042
0.352 -0.240 -0.101
0.019 -0.017 -0.014
0.020 -0.001 -0.006
0.008 0.029 -0.001
0.004 0.005 0.035
-0.014 -0.004 -0.003
0.007 -0.019 -0.014
-0.019 -0.006 -0.007
-0.015 -0.002 0.034
-0.009 -0.005 -0.025
0.043 0.040 0.059
-0.039 -0.073 -0.149
0.031 0.009 0.062
-0.004 -0.042 -0.031
0.005 -0.034 -0.033
-0.100 0.266 -0.176
0.074 0.018 0.046
0.002 0.004 0.005
-0.009 0.014 0.002
-0.011 -0.004 -0.002
-0.046 -0.009 0.030

Computed properties:
net charge = +1
HOMO level (spin up / spin down) = -10.4 / -10.9 eV
gap between HOMO and LUMO (spin up / spin down) = 7.8 / 6.1 eV
LUMO energy (spin up / spin down) = -2.605 / -4.819 eV
energy = -89973.3887 eV
spin multiplicity = 6

Atom charges from the Löwdin analysis, given in e for atoms 1 to 6: 0.59 0.11 -0.83 0.68 0.01 -0.06

[5]
Here is a 2-piece molecular cluster, C4H13N2O2 overall at a distorted geometry from the Open Molecules 2025 dataset. Energies are from the ωB97M-V functional and the def2-TZVPD basis.

Cartesian coordinates (Å):
C -0.31666 0.99450 1.96052
N 0.69122 1.65664 2.77488
C 0.21095 -0.06359 0.94440
C -0.25986 -1.49525 1.25457
N 0.03548 0.34300 -0.41204
C 0.59360 -0.42525 -1.58122
O -0.38207 -0.88781 -2.39066
H -0.87547 1.72955 1.37663
H -1.03232 0.49521 2.62373
H 1.54419 1.13215 2.91948
H 0.99465 2.51509 2.33106
H 1.30870 -0.04622 1.13775
H 0.48094 -2.15474 0.75731
H -1.00757 -1.71142 0.47537
H -0.47324 -1.86795 2.25552
H -0.88712 0.67056 -0.67019
H 1.26835 0.32851 -2.07358
H 1.16907 -1.27207 -1.18480
H -0.84144 0.08775 -3.43885
H -0.96944 -0.45098 -4.69417
O -1.25195 0.42234 -4.36571

Forces on the atoms, in the same order (eV/Å):
-0.339 -0.873 -0.567
0.157 0.953 0.178
1.106 0.221 1.207
0.416 -0.972 -2.557
0.226 0.687 -0.253
-0.767 0.408 -0.081
0.160 0.302 -0.013
0.086 0.169 0.252
0.016 0.091 0.016
-0.237 -0.417 -0.132
-0.068 -0.049 -0.049
-0.351 -0.128 -0.157
0.233 0.067 0.858
-0.892 0.147 0.904
-0.081 0.391 0.009
-0.094 -0.355 0.158
-0.003 -0.608 0.031
0.590 0.095 0.326
-0.647 0.484 -0.068
-0.457 0.470 -0.743
0.944 -1.085 0.680

Computed properties:
net charge = -1
HOMO level = -3.5 eV
energy above the lowest of the compared OMol25 structures with the same formula, charge and spin = 28.5 kcal per mole
gap between HOMO and LUMO = 7.4 eV
LUMO energy = 3.838 eV
energy = -11433.5010 eV

Atom charges from the Löwdin analysis, given in e for atoms 1 to 6: -0.26 -0.03 -0.45 -0.08 -0.05 -0.46

[6]
Here is a 2-piece molecular cluster, C8H11N2O5 overall at a distorted geometry from the Open Molecules 2025 dataset. Energies are from the ωB97M-V functional and the def2-TZVPD basis.

Cartesian coordinates (Å):
C 0.21579 0.90043 1.06330
C 0.93908 0.95818 -0.13187
C -0.76707 -0.45358 -0.40471
C 2.36664 -1.21404 0.49056
C 3.45342 -0.40479 -0.13034
C -1.61151 -1.49735 -1.04838
C -1.65433 -0.41632 2.00300
C 3.39994 1.08933 -0.14591
N -0.81347 -0.01779 0.89042
N 0.34528 0.08111 -0.94434
O 1.46042 -1.93264 0.31121
O 3.33886 -0.88231 1.30283
O 4.30732 -1.10298 -0.94092
O 3.61781 1.64693 -1.30699
O 3.67552 1.78342 0.94776
H 0.23176 1.27182 2.02467
H -2.75866 -1.43443 -1.01504
H -1.33206 -1.51506 -2.09515
H -1.41532 -2.44055 -0.58241
H -1.70639 0.42503 2.66927
H -2.65772 -0.89704 1.80050
H -0.96934 -1.10171 2.47872
H 0.85159 -0.21552 -1.74370
H 5.19685 -0.81302 -0.89411
H 3.41172 2.62654 -1.18562
H 3.72705 1.19825 1.66354

Forces on the atoms, in the same order (eV/Å):
-0.220 -1.481 -2.750
2.277 1.477 3.187
-0.418 -0.553 1.638
1.066 0.460 -1.774
0.076 -1.306 -0.279
-1.478 0.398 -0.144
-0.048 -1.020 0.002
-1.462 0.412 -0.055
-0.206 0.668 -3.295
-1.576 0.209 -0.009
-0.501 -0.691 0.819
0.450 -0.027 1.087
-2.183 0.243 0.539
-0.414 1.559 0.870
-0.282 0.937 -2.986
0.780 1.341 1.554
1.734 0.670 0.167
-0.028 -0.303 -0.163
0.424 -0.756 0.119
-0.584 0.397 0.147
1.359 0.785 -0.162
-0.498 -0.787 0.704
-0.430 -0.448 -1.083
1.637 0.675 0.103
0.529 -1.329 -0.515
-0.003 -1.531 2.280

Computed properties:
net charge = +1
HOMO level = -12.3 eV
energy above the lowest of the compared OMol25 structures with the same formula, charge and spin = 0.0 kcal per mole
gap between HOMO and LUMO = 8.4 eV
LUMO energy = -3.932 eV
energy = -21681.3694 eV

Atom charges from the Löwdin analysis, given in e for atoms 1 to 6: -0.04 -0.05 -0.25 -0.42 -0.27 0.02